Entry from the Open Molecules 2025 dataset: a molecular structure, C29H38AsN4NaO4S4 (the ωB97M-V functional and the def2-TZVPD basis).

```
! RIJCOSX wB97M-V def2-TZVPD def2/J DEFGRID3
* xyz 0 1
Na 0.66751 -0.18421 0.32440
C 3.54958 -3.68166 0.85307
C 2.72158 -4.60497 -0.02968
S 2.06837 -3.71592 -1.48737
C 0.58188 -4.71653 -1.86404
C -0.71894 -4.30691 -1.14529
S -0.34540 -3.34112 0.35236
C -1.94195 -3.30376 1.22580
C -1.64416 -3.20188 2.71523
S -0.54530 -1.78294 3.08585
C 0.89216 -2.56495 3.88181
C 1.80122 -3.38748 2.98708
S 2.64620 -2.36660 1.73733
H 4.28797 -3.14572 0.25481
H 4.08192 -4.27246 1.60029
H 1.87431 -5.01987 0.51160
H 3.35249 -5.42180 -0.38632
H 0.84280 -5.75257 -1.65469
H 0.45485 -4.61260 -2.93940
H -1.27305 -5.19440 -0.83917
H -1.35149 -3.69910 -1.79148
H -2.50152 -4.21400 1.00469
H -2.50104 -2.43046 0.88779
H -1.14815 -4.10171 3.07894
H -2.56834 -3.05681 3.27461
H 0.52581 -3.18472 4.70060
H 1.43623 -1.71743 4.30161
H 1.23518 -4.15818 2.46507
H 2.57178 -3.85919 3.60154
O 1.21315 -0.39978 -1.64533
C 1.51233 0.45080 -2.47464
C 1.33644 1.87427 -2.34164
C 1.56128 2.68120 -3.45367
C 1.30920 4.03281 -3.40742
C 0.79382 4.61726 -2.22965
C 0.58170 3.85762 -1.12173
C 0.87491 2.45027 -1.09596
O 0.73406 1.76912 -0.04646
N 1.53505 4.84768 -4.57149
O 2.03939 4.32824 -5.55728
O 1.22004 6.02852 -4.52091
H 1.93717 0.12779 -3.44571
H 1.91516 2.24733 -4.38140
H 0.57774 5.67617 -2.23985
H 0.18202 4.29298 -0.21371
C 3.00009 0.69109 4.21324
As 1.96166 1.02893 2.56678
C 3.51057 1.49879 1.47492
C 1.38217 2.83041 3.05445
H 3.65637 1.53551 4.42819
H 3.60843 -0.20590 4.09243
H 2.33655 0.54738 5.06767
H 4.10053 2.27745 1.95963
H 3.17708 1.85792 0.50416
H 4.13426 0.61585 1.32988
H 2.24615 3.46942 3.23997
H 0.76426 2.79681 3.95192
H 0.79451 3.24345 2.23591
C -3.24765 2.21708 2.35990
C -2.32331 1.19067 2.23521
N -1.80337 0.82670 1.06437
C -2.18376 1.48924 -0.01902
C -3.11634 2.52580 -0.01796
C -3.64250 2.89597 1.21942
C -3.45902 3.28708 -1.22806
C -3.50019 2.88118 -2.50082
C -3.40994 1.51533 -3.04126
C -3.98124 0.39537 -2.43397
C -3.83061 -0.81554 -3.08072
N -3.18130 -0.93888 -4.23621
C -2.70399 0.18850 -4.74956
N -2.79143 1.40046 -4.22117
H -3.64102 2.48560 3.33083
H -1.96537 0.64673 3.10171
H -1.69723 1.20277 -0.94307
H -4.35685 3.70899 1.27485
H -3.64385 4.34137 -1.04684
H -3.61165 3.63121 -3.27524
H -4.52511 0.47523 -1.50424
H -4.24247 -1.72976 -2.66566
H -2.19041 0.10944 -5.70183
*
```

Output
- max |F| (Eh/bohr) = 0.042
- energy above the lowest of the compared OMol25 structures with the same formula, charge and spin (kcal per mole) = 20.15
- Kohn-Sham gap (eV) = 7.561
- HOMO level (eV) = -7.738

---

Entry from the Open Molecules 2025 dataset: a molecular structure, C30H17Cl4N5O8ReS2 (the ωB97M-V functional and the def2-TZVPD basis).

```
! RIJCOSX wB97M-V def2-TZVPD def2/J DEFGRID3
* xyz -2 2
Re 0.41539 0.11746 0.23219
Cl 3.55209 -4.57084 3.83659
C 2.94729 -3.67774 2.48729
C 2.78109 -2.30804 2.61139
C 2.26569 -1.57914 1.54799
N 1.87189 -0.25624 1.61239
C 1.87209 0.44036 2.78149
O 2.59299 0.24576 3.76449
C 0.85319 1.50636 2.76829
C 0.70859 2.36716 3.84989
C -0.23831 3.36446 3.78989
C -1.03751 3.45726 2.64609
C -0.86421 2.54696 1.62729
N 0.05589 1.58786 1.68019
C 1.97379 -2.22924 0.31719
C 2.11929 -3.60794 0.23159
C 2.60499 -4.32364 1.31399
Cl 2.80699 -6.03354 1.16149
N 1.53819 -1.40924 -0.70531
C 1.76779 -1.74114 -1.98521
O 2.30869 -2.76804 -2.38961
C 1.36269 -0.69744 -2.99161
C 0.30009 -0.96644 -3.85291
C -0.00261 -0.04174 -4.83401
C 0.77789 1.10086 -4.94131
C 1.82939 1.25746 -4.05201
N 2.12619 0.38306 -3.10511
H 3.01579 -1.81324 3.54039
H 1.37129 2.21766 4.68799
H -0.35901 4.06106 4.60649
H -1.78441 4.22956 2.55229
H -1.47681 2.56776 0.73699
H 1.82019 -4.11724 -0.66761
H -0.27111 -1.87114 -3.73151
H -0.83511 -0.20384 -5.50661
H 0.56309 1.86356 -5.67801
H 2.48339 2.12376 -4.10271
O -3.00381 -0.94754 -2.17051
S -2.10911 -1.16644 -1.04301
O -1.71751 0.12916 -0.45301
O -1.00131 -2.04004 -1.35141
C -3.13391 -2.09304 0.12769
C -4.12411 -2.88304 -0.43301
C -4.92931 -3.67244 0.36959
C -4.74331 -3.67464 1.74549
C -3.73301 -2.90754 2.30049
C -2.92511 -2.13254 1.48569
S -1.54411 -1.27544 2.24569
O -1.30151 -2.00294 3.47839
O -1.97001 0.09306 2.45759
O -0.44931 -1.45564 1.29729
H -4.24271 -2.84954 -1.50431
H -5.70521 -4.27734 -0.08351
H -5.37061 -4.28684 2.37939
H -3.52821 -2.89974 3.36079
Cl -1.20491 2.31296 -2.88421
C 0.04689 3.35096 -2.30021
C 0.20099 4.64046 -2.74931
C 1.14769 5.47566 -2.16241
C 1.91379 5.01586 -1.09401
C 1.78269 3.71916 -0.66771
Cl 2.70529 3.09356 0.64019
C 0.86889 2.79426 -1.26811
N 0.78529 1.55696 -0.88351
H -0.42431 5.00316 -3.55091
H 1.27569 6.48476 -2.52291
H 2.61769 5.67256 -0.60631
*
```

Output
- max |F| (Eh/bohr) = 0.080
- Kohn-Sham gap (spin up / spin down) (eV) = 5.664 / 5.832
- HOMO level (spin up / spin down) (eV) = -1.311 / -1.480

---

Entry from the Open Molecules 2025 dataset: a molecular structure, C5H13KN7O2S (the ωB97M-V functional and the def2-TZVPD basis).

```
! RIJCOSX wB97M-V def2-TZVPD def2/J DEFGRID3
* xyz 1 1
K -0.28207 -0.37390 1.64844
N -0.90727 2.87033 -0.03205
N -1.62139 3.53090 0.96864
C -1.81389 2.99397 2.18252
N -2.58304 3.65092 3.04389
N -1.18751 1.84787 2.41921
N -1.36048 1.20025 3.53716
O -0.62710 0.24537 3.68885
O -2.20786 1.50022 4.34006
H -0.23383 3.49946 -0.45784
H -1.53813 2.51667 -0.74898
H -2.03924 4.43629 0.77124
H -3.01648 4.52686 2.80956
H -2.74629 3.22579 3.95300
C 0.97435 -1.26052 -3.46787
N 1.23659 -2.05111 -2.30279
C 2.44441 -2.84062 -2.16874
C 2.36414 -3.36708 -0.72573
N 1.10032 -2.82433 -0.23378
C 0.47743 -2.09766 -1.21070
S -0.98803 -1.34643 -1.03316
H 1.85931 -0.67343 -3.72098
H 0.13589 -0.59807 -3.25452
H 0.71166 -1.89644 -4.31573
H 3.32443 -2.21258 -2.33690
H 2.44388 -3.64842 -2.90771
H 3.18558 -2.98936 -0.10950
H 2.37053 -4.45679 -0.68861
H 0.52410 -3.40817 0.35304
*
```

Output
- max |F| (Eh/bohr) = 0.066
- energy above the lowest of the compared OMol25 structures with the same formula, charge and spin (kcal per mole) = 11.17
- Kohn-Sham gap (eV) = 8.877
- HOMO level (eV) = -11.623

---

Entry from the Open Molecules 2025 dataset: a molecular structure, C32H72BF4N4 (the ωB97M-V functional and the def2-TZVPD basis).

```
! RIJCOSX wB97M-V def2-TZVPD def2/J DEFGRID3
* xyz 3 1
C -1.03809 -3.87840 2.24479
C -1.33764 -4.09776 0.76008
C -1.98653 -2.82208 0.24678
N -2.27986 -2.82988 -1.26695
C -3.41293 -3.91056 -1.50081
C -2.72379 -1.48140 -1.74352
C -2.38477 -1.56281 -3.22848
C -1.13605 -2.44939 -3.37037
C -1.06076 -3.27350 -2.09787
H -1.94372 -3.52542 2.73809
H -0.29568 -3.09349 2.38918
H -0.58608 -4.73882 2.73820
H -2.16361 -4.80610 0.82431
H -0.45108 -4.48832 0.26052
H -1.10073 -2.20073 0.37856
H -2.77075 -2.46152 0.91244
H -2.97171 -4.90197 -1.39826
H -3.68844 -3.78786 -2.54826
H -4.25164 -3.60596 -0.87481
H -3.77379 -1.41770 -1.45796
H -2.13069 -0.85537 -1.07687
H -3.23512 -1.96764 -3.77721
H -2.19877 -0.59434 -3.69279
H -1.18172 -2.94372 -4.34077
H -0.28993 -1.76368 -3.32565
H -0.95259 -4.32952 -2.34528
H -0.29022 -2.96113 -1.39303
C 1.88286 2.12544 -2.96282
C 0.73261 1.89325 -2.03251
C -0.61248 2.36436 -2.58567
N -1.94856 2.17766 -1.82882
C -2.44615 0.76361 -1.99986
C -2.99010 3.21548 -2.35540
C -3.90050 3.34016 -1.11081
C -3.13771 2.90705 0.15137
C -1.75013 2.56587 -0.34631
H 1.63908 1.59526 -3.88348
H 2.77845 1.76348 -2.45786
H 1.95287 3.19105 -3.18118
H 0.96554 2.39576 -1.09372
H 0.69836 0.84746 -1.72714
H -0.66949 1.88906 -3.56491
H -0.56748 3.43227 -2.79935
H -2.73147 0.42996 -2.99754
H -3.30219 0.78068 -1.32533
H -1.74937 0.08931 -1.50194
H -3.43833 2.80267 -3.25915
H -2.47327 4.16283 -2.50875
H -4.79529 2.72823 -1.22480
H -4.11722 4.39336 -0.93224
H -3.47931 1.96651 0.58358
H -3.05201 3.70656 0.88728
H -1.28267 1.69976 0.12214
H -1.05488 3.40532 -0.35267
C 2.12593 2.54315 0.24917
C 2.53824 1.17659 -0.46789
C 2.60329 -0.10079 0.43694
N 2.79052 -1.55737 -0.25525
C 3.10379 -2.55303 0.85776
C 3.93290 -1.55701 -1.32868
C 3.53072 -2.56290 -2.44328
C 2.13887 -3.09111 -2.03875
C 1.54868 -2.12653 -0.96168
H 3.03944 2.78657 0.79172
H 1.27919 2.42229 0.92484
H 1.87430 3.28626 -0.50751
H 3.52768 1.40141 -0.86611
H 1.84232 0.91099 -1.26366
H 1.75276 -0.17096 1.11503
H 3.37063 0.00403 1.20395
H 3.01595 -3.53078 0.38407
H 2.34836 -2.47980 1.64009
H 4.13123 -2.37735 1.17651
H 4.92327 -1.53361 -0.87400
H 4.02686 -0.60452 -1.85023
H 4.08757 -3.49837 -2.49699
H 3.64115 -2.31987 -3.50009
H 2.30176 -4.10736 -1.67989
H 1.45137 -3.06507 -2.88420
H 0.94560 -2.70053 -0.25817
H 0.90805 -1.29853 -1.26516
C -2.38773 1.60372 1.81632
C -1.28181 1.18666 2.80187
C 0.01289 1.59353 2.16823
N 1.21547 1.61029 3.19960
C 1.66795 0.05338 3.34606
C 2.44638 2.33380 2.66831
C 2.98311 2.97857 3.89250
C 2.38631 2.43625 5.12602
C 0.99283 2.16182 4.59794
H -3.40394 1.23583 1.95795
H -2.21345 1.33944 0.77330
H -2.53103 2.68404 1.83832
H -1.30739 0.10191 2.90556
H -1.47584 1.50025 3.82760
H -0.13438 2.59123 1.75474
H 0.24734 0.91908 1.34467
H 1.85386 -0.33146 2.34335
H 0.78196 -0.42810 3.75994
H 2.53411 -0.02887 4.00264
H 3.20826 1.66310 2.27109
H 2.13714 3.02056 1.88039
H 4.07057 2.94215 3.95737
H 2.77598 4.04616 3.81877
H 2.88175 1.55047 5.52356
H 2.34186 3.11001 5.98168
H 0.47103 1.46508 5.25396
H 0.35313 3.00230 4.32874
B -0.56759 -0.28179 0.26682
F 0.28477 0.85956 0.17840
F -0.42286 -1.00559 -0.86888
F -0.32546 -1.22443 1.28930
F -1.89016 0.13193 0.38921
*
```

Output
- max |F| (Eh/bohr) = 0.156
- energy above the lowest of the compared OMol25 structures with the same formula, charge and spin (kcal per mole) = 212.18
- Kohn-Sham gap (eV) = 10.893
- HOMO level (eV) = -17.299

---

Question: What is the formula in the first record?
Answer: C29H38AsN4NaO4S4

---

Question: What is the formula in the fourth record?
Answer: C32H72BF4N4